Density functional theory data (wB97M-V/def2-TZVPD) for C20H34I2MnNOS3Sb as an isolated structure.

Positions of all 63 atoms, in Å:
Mn1 0.20560 -0.00920 0.41956
C1 -1.47777 2.83497 3.00525
C2 -0.21703 3.38381 2.33308
S1 0.56118 2.47320 0.95974
C3 -0.07372 3.27146 -0.53200
C4 -1.57623 3.21198 -0.72188
S2 -2.21048 1.51314 -0.61552
C5 -3.82226 1.79156 0.16421
C6 -3.84515 1.92714 1.67932
S3 -3.07679 3.41937 2.37398
H1 -1.44523 3.15407 4.04736
H2 -1.48566 1.74929 3.01444
H3 0.57672 3.44459 3.07857
H4 -0.37644 4.39977 1.96803
H5 0.44634 2.74416 -1.32832
H6 0.26298 4.30845 -0.52745
H7 -1.82171 3.62331 -1.70104
H8 -2.08620 3.79773 0.03824
H9 -4.43212 0.93252 -0.12436
H10 -4.27083 2.66477 -0.31089
H11 -3.40466 1.05391 2.16143
H12 -4.88886 1.96658 1.99709
C7 -0.73303 -0.57704 2.18433
C8 -0.87214 -1.99006 2.67561
C9 -0.03373 -3.02830 2.27905
C10 -0.19701 -4.32144 2.75524
C11 -1.23079 -4.60353 3.64040
C12 -2.08554 -3.57991 4.05163
C13 -1.90062 -2.29684 3.57311
C14 -1.42180 -5.94506 4.11729
N1 -1.57538 -7.01801 4.49899
H13 -0.21382 0.02595 2.93532
H14 -1.73064 -0.14860 2.06034
H15 0.76296 -2.84785 1.56211
H16 0.47034 -5.11307 2.44038
H17 -2.88797 -3.79762 4.74388
H18 -2.56767 -1.50742 3.90114
C15 -0.02978 -3.85954 -1.01389
Sb1 -1.10577 -2.04636 -0.75767
C16 -2.92245 -2.75685 0.08137
C17 -1.70590 -1.66771 -2.75610
H19 -0.63164 -4.53664 -1.61964
H20 0.17065 -4.32449 -0.05116
H21 0.90975 -3.65892 -1.52441
H22 -3.38590 -3.43906 -0.63097
H23 -3.59905 -1.92358 0.27023
H24 -2.72705 -3.27971 1.01734
H25 -2.48406 -2.38270 -3.02262
H26 -0.84859 -1.80125 -3.41282
H27 -2.08054 -0.65183 -2.85482
C18 2.66280 1.49782 -2.50190
C19 2.09942 0.15837 -2.05053
C20 1.70654 -0.68404 -3.25292
O1 0.98916 0.36158 -1.20596
H28 3.59589 1.36126 -3.05107
H29 2.86492 2.13915 -1.64258
H30 1.95490 2.00395 -3.16388
H31 2.88105 -0.37713 -1.49448
H32 0.89163 -0.19667 -3.79316
H33 1.38077 -1.67937 -2.94263
H34 2.54787 -0.80744 -3.93652
I1 2.63389 -0.68237 1.74670
I2 4.47668 0.97741 0.83159

Net charge: +1
Kohn-Sham gap (spin up / spin down): 6.77 / 6.88 eV
2S+1: 5
M: 831.21 g/mol



Density functional theory data (wB97M-V/def2-TZVPD) for a 5-piece molecular cluster, C32H53BN3O7PS overall in a non-equilibrium geometry.

Positions of all 98 atoms, in Å:
C1 -2.29360 -0.63218 1.79551
O1 -2.25457 -0.03454 0.45133
B1 -3.53016 -0.19651 -0.27413
O2 -4.66361 -1.06516 0.13464
C2 -3.78742 0.70122 -1.66644
C3 -4.47272 -0.05305 -2.98173
P1 -4.95597 -1.89856 -3.06697
C4 -3.50139 -3.06236 -2.60075
O3 -5.31468 -2.33592 -4.75109
C5 -4.76852 0.86920 -4.34385
C6 -4.34144 2.46397 -4.35537
N1 -4.57780 3.31233 -5.61107
S1 -3.89579 4.85641 -5.07857
N2 -3.36267 4.62879 -3.39702
C7 -3.64848 3.18212 -3.05465
C8 -3.38221 2.31178 -1.67397
C9 -2.72808 3.12625 -0.40576
C10 -1.18001 3.63870 -0.75096
C11 -0.03634 2.49024 -0.50381
C12 0.23180 1.49374 -1.78332
N3 0.90526 0.23554 -1.19579
C13 0.33331 -1.16382 -1.14007
C14 1.54140 -1.97075 -0.34835
C15 2.80148 -0.96890 0.03651
C16 2.29222 0.49354 -0.57298
H1 -1.83317 -1.73321 1.81497
H2 -3.34077 -0.57042 2.32939
H3 -1.55198 0.00970 2.47566
H4 -5.17060 -0.52025 0.82812
H5 -3.21911 -3.72460 -3.55234
H6 -3.89129 -3.82334 -1.78985
H7 -2.55417 -2.51242 -2.18860
H8 -4.50495 -2.17339 -5.32807
H9 -5.28336 0.41307 -5.30431
H10 -3.35947 4.13356 -0.29999
H11 -2.81718 2.58542 0.62849
H12 -0.96474 4.49744 0.04955
H13 -1.08196 4.12798 -1.81390
H14 -0.31886 1.79734 0.41280
H15 1.01036 2.99714 -0.24614
H16 0.99089 1.94155 -2.58166
H17 -0.73822 1.17152 -2.35642
H18 -0.70695 -1.52521 -1.53655
H19 1.53712 -3.11190 -0.03748
H20 3.80134 -1.17707 0.61566
H21 2.85823 1.53690 -0.54902
C17 0.48354 -4.58472 4.23409
C18 -0.31754 -4.53352 5.50939
C19 -1.30974 -3.42936 5.21617
O4 -1.54805 -3.44877 3.80197
C20 -0.57013 -4.29863 3.18662
H22 0.99559 -5.53701 4.07461
H23 1.23536 -3.78654 4.23575
H24 -0.84678 -5.48290 5.65315
H25 0.28543 -4.33985 6.40014
H26 -0.89860 -2.44715 5.47230
H27 -2.25482 -3.56220 5.75063
H28 -1.07678 -5.21769 2.87249
H29 -0.15897 -3.80659 2.30089
C21 4.94909 4.38708 -3.40737
C22 4.69225 3.20625 -4.30758
C23 4.47103 2.08985 -3.31040
O5 3.90021 2.68646 -2.13765
C24 4.01464 4.11180 -2.24965
H30 4.76325 5.35244 -3.88489
H31 5.98914 4.37003 -3.06046
H32 3.77785 3.37489 -4.88854
H33 5.50757 2.99960 -5.00548
H34 5.41803 1.62248 -3.02038
H35 3.80126 1.31371 -3.69181
H36 3.01391 4.51288 -2.44381
H37 4.38039 4.52764 -1.30679
C25 3.41851 8.85593 0.96992
C26 4.31922 7.85752 1.65008
C27 3.72459 6.53936 1.20452
O6 3.15506 6.75739 -0.09365
C28 3.12028 8.16910 -0.34484
H38 3.87241 9.84193 0.84240
H39 2.49404 8.97546 1.54733
H40 5.34056 7.95620 1.26383
H41 4.35291 7.96461 2.73724
H42 2.91852 6.22046 1.87379
H43 4.46967 5.74039 1.15021
H44 3.88824 8.39416 -1.09291
H45 2.14431 8.44730 -0.75201
C29 -1.33260 -9.77223 2.55294
C30 -0.41017 -9.60286 3.73241
C31 0.30779 -8.31542 3.39082
O7 -0.60643 -7.52008 2.62352
C32 -1.71935 -8.34213 2.24553
H46 -2.19453 -10.41235 2.75740
H47 -0.77993 -10.19987 1.70794
H48 -0.99910 -9.47067 4.64770
H49 0.27095 -10.44432 3.88257
H50 1.18920 -8.50475 2.76902
H51 0.62083 -7.76127 4.28041
H52 -2.58366 -8.02837 2.84098
H53 -1.94961 -8.18752 1.18781

Kohn-Sham gap: 5.76 eV
M: 665.64 g/mol
Energy relative to the best compared isomer or geometry (same formula, charge and spin): 1788.4 kJ/mol



Density functional theory data (wB97M-V/def2-TZVPD) for an isolated ion of composition C2H4ClN4O2S and charge +1 in a non-equilibrium geometry.

Positions of all 14 atoms, in Å:
N1 0.58652 -1.96523 -1.23043
C1 1.05905 -0.99250 -0.71526
N2 1.23063 0.23140 -0.62241
C2 0.12282 1.16373 -0.27623
N3 -0.97831 0.84502 0.18319
N4 -1.38443 -0.41884 0.22933
S1 -2.92478 -0.59027 0.39002
O1 -3.20584 -1.88182 -0.06542
O2 -3.73757 -0.10204 1.59221
Cl1 -3.69753 0.64023 -1.03796
H1 0.21114 -2.85996 -1.05807
H2 2.17334 0.45471 -0.34156
H3 0.46508 2.17391 -0.34620
H4 -3.60572 0.87719 1.68515

Net charge: +1
Kohn-Sham gap: 8.99 eV
M: 183.60 g/mol
Energy relative to the best compared isomer or geometry (same formula, charge and spin): 327.0 kJ/mol



Density functional theory data (wB97M-V/def2-TZVPD) for C3H10N2O as an isolated structure in a non-equilibrium geometry.

Positions of all 16 atoms, in Å:
C1 0.12914 -0.41469 -1.96335
C2 1.26163 0.24317 -1.80768
N1 -0.79275 -0.57170 -0.85814
H1 -0.17882 -0.86729 -2.89157
H2 1.90787 0.42229 -2.65077
H3 1.56021 0.60152 -0.83993
H4 -0.24448 -0.83619 0.13958
H5 -1.21072 0.35004 -0.55289
H6 -1.53055 -1.22116 -1.09566
N2 0.36096 -0.62458 1.42725
C3 -0.55908 0.98037 1.75489
O1 -1.19203 1.42736 0.75839
H7 1.27415 -0.34144 1.75402
H8 -0.01059 -1.22598 2.14398
H9 -1.11942 0.57088 2.60439
H10 0.34445 1.50741 2.07749

Kohn-Sham gap: 9.06 eV
M: 90.13 g/mol
Energy relative to the best compared isomer or geometry (same formula, charge and spin): 318.6 kJ/mol



Question: What is the formula in the fourth record?
Answer: C3H10N2O